Record 1
Entry from OMol25: a single C17H17N3O2S2 molecule in a non-equilibrium geometry (wB97M-V/def2-TZVPD).

As for the molar mass: 359.5 Da. As for the HOMO-LUMO gap: 8.8 eV. The value obtained for the largest force on an atom is 1.3 eV/Å. Its HOMO energy is -8.2 eV. As for the LUMO energy: 0.6 eV. The energy above the lowest of the compared OMol25 structures with the same formula, charge and spin is 1.56 kcal/mol.

Each line ends with the Mulliken charge.
Atoms and positions in Å:
C 2.98996 3.57936 0.01269  -1.7088
C 3.02983 2.07009 -0.20287  0.5450
C 3.94281 1.38616 0.81934  -0.8875
C 4.13974 -0.09098 0.47974  -0.4542
C 2.82056 -0.72844 0.19667  -0.2634
N 2.66185 -2.07740 0.18141  -0.7864
C 1.44736 -2.42076 -0.08140  0.4294
N 1.11383 -3.74936 -0.15952  -0.0724
C -0.03889 -4.45267 -0.38008  0.4207
O 0.01064 -5.65798 -0.46897  -0.6351
C -1.33963 -3.69464 -0.49723  -0.7695
S -1.83769 -3.03810 1.14003  -0.1456
C -2.69162 -1.63772 0.59752  0.5075
N -2.86882 -1.27750 -0.63067  -0.4057
C -3.57464 -0.09710 -0.54306  0.5557
C -4.05152 0.76292 -1.52088  -0.7558
C -4.73432 1.88477 -1.09233  -0.5030
C -4.94074 2.14994 0.26032  -0.3956
C -4.47156 1.30269 1.24963  -1.0515
C -3.78896 0.18294 0.82132  0.8064
O -3.21196 -0.82348 1.54157  -0.3992
S 0.35658 -1.06918 -0.35283  -0.2157
C 1.70108 -0.00438 -0.07203  0.6792
C 1.61679 1.47893 -0.10700  -0.9329
H 3.98097 4.00889 -0.11241  0.4114
H 2.31915 4.05036 -0.70221  0.4127
H 2.64033 3.81095 1.01665  0.3573
H 3.42164 1.86570 -1.20536  0.2401
H 4.91194 1.88698 0.84250  0.3598
H 3.49467 1.47532 1.81135  0.2869
H 4.62780 -0.62086 1.29917  0.3307
H 4.77806 -0.19471 -0.40280  0.2586
H 1.92849 -4.34677 -0.04216  0.2604
H -2.11157 -4.38978 -0.82652  0.4800
H -1.28624 -2.84238 -1.17350  0.5981
H -3.89059 0.55331 -2.56530  0.4636
H -5.12132 2.57789 -1.82411  0.3853
H -5.48137 3.03952 0.54517  0.3823
H -4.62753 1.50043 2.29745  0.4358
H 1.00746 1.80551 -0.95344  0.4586
H 1.12741 1.84154 0.80411  0.3170


Record 2
Entry from OMol25: a molecular structure, C17H17N3O3 in a non-equilibrium geometry (wB97M-V/def2-TZVPD).

As for the molar mass: 311.3 Da. As for the HOMO-LUMO gap: 8.7 eV. The value obtained for the largest force on an atom is 6.3 eV/Å. Its HOMO energy is -8.1 eV. As for the LUMO energy: 0.7 eV. The energy above the lowest of the compared OMol25 structures with the same formula, charge and spin is 114.23 kcal/mol.

Each line ends with the Mulliken charge.
Atoms and positions in Å:
N 4.89889 -0.32868 -1.22482  -0.4448
N 3.43980 -1.96467 -0.67222  -0.5731
O 4.72202 -0.22721 0.04589  -0.0667
O 2.75040 2.00567 1.54186  -0.4985
O -1.83832 -0.85691 1.58520  -0.4252
C 4.21772 -1.36107 -1.61187  0.6214
C 3.65209 -1.05955 0.29314  0.9627
C -1.33391 -2.12481 1.49813  -0.7094
C 2.30095 3.22610 1.49626  -0.5843
C 0.01481 -2.19544 1.48144  -0.5444
C 0.96402 3.31244 1.43070  -0.8897
C 1.69551 1.14428 1.66498  0.2216
C -0.70222 -0.10230 1.58735  0.2469
C 0.47707 -0.86325 1.66423  0.4145
C 0.52162 1.90765 1.64527  1.2925
C 1.71304 -0.24281 1.69036  -0.2156
C -0.63014 1.27236 1.72709  0.6037
N -3.42095 3.65280 0.91658  -0.6467
C 4.39035 -1.93608 -2.98222  -1.0124
C 3.02295 -0.96509 1.62393  -1.8036
C -3.19054 1.60041 -0.38418  -1.3102
C -1.92844 2.20163 1.85400  -1.4706
C -2.45180 2.64928 0.47483  0.2542
H -2.02740 -2.90295 1.24167  0.4722
H 2.95789 4.04077 1.27372  0.4562
H 0.61386 -3.11934 1.35406  0.4544
H 0.42847 4.22250 1.33095  0.5117
H -4.16169 3.14161 1.20654  0.2278
H -3.62107 4.27413 0.16052  0.2567
H 3.45359 -2.15908 -3.48767  0.2915
H 4.90350 -1.22669 -3.63402  0.2932
H 4.91396 -2.91690 -2.83409  0.2330
H 3.70260 -0.59449 2.35332  0.4751
H 2.90870 -1.99404 2.02015  0.5672
H -3.61450 1.89341 -1.31222  0.4350
H -2.58599 0.79056 -0.84110  0.2498
H -3.94809 1.19371 0.28893  0.2815
H -2.71314 1.62818 2.25486  0.6404
H -1.75934 3.13496 2.52124  0.3697
H -1.56917 3.01599 -0.07572  0.3624


Record 3
Entry from OMol25: a single C17H17N3O4S molecule in a non-equilibrium geometry (wB97M-V/def2-TZVPD).

As for the molar mass: 359.4 Da. As for the HOMO-LUMO gap: 9.3 eV. The value obtained for the largest force on an atom is 3.5 eV/Å. Its HOMO energy is -9.0 eV. As for the LUMO energy: 0.3 eV. The energy above the lowest of the compared OMol25 structures with the same formula, charge and spin is 78.92 kcal/mol.

Each line ends with the Mulliken charge.
Atoms and positions in Å:
C 5.66290 -0.51372 0.28411  -0.8071
S 5.45167 -1.59947 1.65684  1.0995
O 6.49943 -1.51621 2.67761  -0.6538
O 5.15737 -2.93635 1.17201  -0.6139
N 4.05855 -1.01424 2.41189  -0.2844
C 2.99968 -0.57104 1.70710  0.0786
C 2.67119 0.77040 1.80456  -0.5477
C 1.58340 1.27721 1.06684  -0.9412
C 0.87765 0.44964 0.17604  -0.0290
C -0.26987 0.99709 -0.60942  0.2508
C -1.57789 0.39224 -0.05498  -1.4842
C -2.76442 0.92470 -0.91817  0.6639
C -4.12156 0.65765 -0.29810  -0.6032
C -4.37919 0.12336 0.92236  -0.2492
C -5.81847 0.00661 1.07480  -0.5800
C -6.30720 0.49391 -0.14015  -0.5263
O -5.28595 0.94446 -0.95808  -0.3726
C -2.63291 0.41737 -2.41152  0.6167
C -3.08534 -0.96351 -2.59506  0.0328
N -3.49583 -2.03641 -2.77050  -0.5398
C -1.19033 0.56308 -2.88045  -0.1229
O -0.86920 0.69376 -4.05265  -0.6873
N -0.13528 0.62734 -2.02296  -0.1477
C 1.30780 -0.88305 0.05406  -0.1653
C 2.33531 -1.41005 0.81994  -0.4894
H 6.56713 -0.87885 -0.25824  0.3680
H 4.81202 -0.64699 -0.35744  0.3286
H 5.76378 0.53455 0.58204  0.3179
H 4.37425 -0.38270 3.13434  0.3681
H 3.16833 1.37574 2.53542  0.3799
H 1.24021 2.30530 1.24726  0.3425
H -0.29913 2.06322 -0.51353  0.4033
H -1.70715 0.64596 0.99378  0.6196
H -1.48220 -0.70587 -0.09857  0.4719
H -2.69752 2.01663 -0.99471  0.4799
H -3.62136 -0.23210 1.59542  0.4767
H -6.37654 -0.37795 1.91949  0.4187
H -7.34737 0.44533 -0.41137  0.4460
H -3.20355 1.08509 -3.05346  0.5210
H 0.72377 0.87609 -2.51732  0.2939
H 0.79681 -1.55645 -0.63067  0.4102
H 2.61703 -2.46180 0.71143  0.4566


Record 4
Entry from OMol25: a single C17H17N5O2 molecule in a non-equilibrium geometry (wB97M-V/def2-TZVPD).

As for the molar mass: 323.4 Da. As for the HOMO-LUMO gap: 8.6 eV. The value obtained for the largest force on an atom is 3.3 eV/Å. Its HOMO energy is -8.5 eV. As for the LUMO energy: 0.1 eV. The energy above the lowest of the compared OMol25 structures with the same formula, charge and spin is 26.63 kcal/mol.

Each line ends with the Mulliken charge.
Atoms and positions in Å:
C -0.93103 -2.79744 0.52843  -0.7807
C -1.73184 -2.85059 1.82898  -0.3168
O -0.98604 -2.11120 2.81442  -0.3483
C -1.04672 -0.66191 2.72880  -1.1220
C 0.23764 -0.05516 2.13484  0.6443
N 0.07425 0.65031 1.04899  -0.4363
C 1.13344 1.28153 0.38008  0.4687
C 2.32299 1.24604 0.94254  0.3184
C 3.12385 2.10604 0.15689  0.2665
C 4.56282 2.41226 0.40025  -1.0160
N 2.47879 2.59555 -0.84537  -1.1971
N 1.22214 2.11271 -0.74505  0.8699
C 0.22120 2.36894 -1.68604  0.7361
C -1.00211 1.65756 -1.75777  -0.0044
C -1.90778 1.89610 -2.77380  -0.6883
C -1.63454 2.76057 -3.80655  -0.4007
C -0.43553 3.50056 -3.75871  -0.5852
C 0.47439 3.27752 -2.75063  -0.5588
C 2.54108 0.50226 2.19440  0.0447
O 3.62000 0.63411 2.77859  -0.6933
N 1.51474 -0.27098 2.70952  0.1120
C 1.71399 -0.98117 3.97982  -0.7911
C 1.46433 -0.13492 5.15102  0.3880
N 1.27784 0.56769 6.06009  -0.4440
H -0.86294 -1.80569 0.12135  0.0403
H -1.47004 -3.43227 -0.19004  0.4159
H 0.06618 -3.17133 0.68393  0.2667
H -1.84352 -3.89248 2.18517  0.2936
H -2.74827 -2.50469 1.62096  0.2995
H -1.08160 -0.31399 3.72310  0.5315
H -1.93518 -0.27344 2.18016  0.2726
H 4.93735 3.08392 -0.38888  0.3616
H 4.67051 2.86294 1.38328  0.2706
H 5.14765 1.47954 0.32135  0.2632
H -1.31282 0.86845 -1.10004  0.3248
H -2.82997 1.32579 -2.80338  0.3356
H -2.39750 2.95430 -4.57950  0.3295
H -0.23770 4.22996 -4.52368  0.3742
H 1.41940 3.79388 -2.68414  0.3794
H 2.74579 -1.33368 4.01240  0.4160
H 1.12101 -1.88135 4.02050  0.3596


Record 5
Entry from OMol25: a molecular structure, C17H17N7RhS4 (wB97M-V/def2-TZVPD).

As for the molar mass: 550.5 Da. As for the HOMO-LUMO gap: 4.6 eV. The total charge is +3. The value obtained for the largest force on an atom is 0.4 eV/Å. Its HOMO energy is -15.7 eV. As for the LUMO energy: -11.1 eV. The energy above the lowest of the compared OMol25 structures with the same formula, charge and spin is 4.92 kcal/mol.

Each line ends with the Mulliken charge.
Atoms and positions in Å:
Rh 0.06495 -0.65174 0.01988  0.4344
N 1.55872 1.71283 2.15788  -0.2738
C 1.30420 2.02553 0.88090  0.4481
N 0.71132 1.23069 -0.01479  0.1690
C 0.53440 1.88463 -1.24833  -0.3607
C 1.00786 3.13898 -1.27450  -0.2281
S 1.69017 3.57093 0.24541  -0.0881
C -0.14717 1.10910 -2.26538  -0.1984
C -0.43596 1.42321 -3.53876  -0.2722
S -1.27167 0.12913 -4.30729  -0.1014
C -1.17786 -0.79812 -2.86865  0.5438
N -0.56986 -0.17021 -1.86824  0.1526
N -1.64645 -2.05868 -2.80987  -0.3058
H 1.49646 0.76549 2.49220  0.0286
H 2.07319 2.36158 2.73534  0.2528
H 0.99818 3.84802 -2.08657  0.4596
H -0.20615 2.32345 -4.08532  0.4779
H -2.10716 -2.47742 -3.60207  0.2278
H -1.62139 -2.58134 -1.95604  -0.0211
N -6.63054 0.53844 1.80506  -0.2878
C -5.52011 0.96262 2.42433  0.2345
S -5.51644 1.83541 3.80414  -0.2790
C -4.21556 0.55427 1.78195  1.3705
C -4.10101 -0.37404 0.74572  -0.9334
C -2.86085 -0.69417 0.23662  -0.5681
N -1.73023 -0.14427 0.71032  0.3813
C -1.81920 0.76872 1.70072  -0.6307
C -3.02858 1.11875 2.24815  -0.7096
H -7.51827 0.80157 2.20768  0.2315
H -6.65289 0.07923 0.91324  0.1373
H -4.95463 -0.87346 0.31089  0.3335
H -2.76165 -1.38721 -0.58228  0.4194
H -0.89929 1.20633 2.05513  0.5578
H -3.07821 1.84152 3.05317  0.4389
S 1.61126 -1.47494 1.51374  -0.3108
C 0.56743 -2.81645 1.18812  0.4307
N -0.14552 -3.35713 2.22666  -0.0007
C -0.99441 -4.37800 2.09649  -0.1999
C -1.24746 -4.91870 0.84226  -0.6979
C -0.58265 -4.39030 -0.24452  -0.3722
C 0.32922 -3.32751 -0.08607  -0.3873
H 0.04413 -2.99088 3.15668  0.2996
H -1.45090 -4.75096 3.00497  0.4757
H -1.92059 -5.76010 0.75677  0.4914
H -0.70683 -4.82937 -1.22792  0.6087
H 0.97367 -3.03897 -0.90899  0.6220


Record 6
Entry from OMol25: 2 unconnected molecules or ions with the total composition C17H18BCl2F2N2O4 in a non-equilibrium geometry (wB97M-V/def2-TZVPD).

As for the molar mass: 434.1 Da. As for the HOMO-LUMO gap: 8.5 eV. The total charge is -1. The value obtained for the largest force on an atom is 1.8 eV/Å. Its HOMO energy is -6.7 eV. As for the LUMO energy: 1.8 eV.

Each line ends with the Mulliken charge.
Atoms and positions in Å:
C 4.62562 -0.83225 -0.48509  -1.0782
C 4.52607 -0.48716 -2.01554  -0.9102
C 3.17585 0.22882 -2.30017  0.4606
C 2.92936 0.55090 -3.80366  -1.3922
C 1.98622 -0.49303 -1.65397  0.1152
C 1.89209 -1.92224 -1.70201  -0.3960
N 0.94020 -2.64999 -1.16010  -0.6991
C 0.02327 -1.85861 -0.52249  0.2277
C -1.07050 -2.50372 0.13663  -0.3590
C -2.05599 -1.82660 0.78840  -0.8270
C -2.00408 -0.39116 0.81241  -0.9784
C -0.98520 0.28313 0.18663  -0.0721
C -1.06099 1.81435 0.24861  -0.4196
Cl 0.47306 2.59484 0.80904  -0.1771
C -1.61251 2.44527 -1.06132  0.1041
C -0.57211 2.57886 -2.20756  -1.1041
Cl -2.18885 4.13592 -0.66527  -0.2249
C 0.06446 -0.44880 -0.48602  0.6569
N 1.07712 0.26008 -1.07286  0.2966
H 5.66425 -0.67712 -0.15295  0.3781
H 4.30820 -1.87402 -0.33516  0.2641
H 3.97806 -0.16481 0.10909  0.2911
H 4.61701 -1.38818 -2.64221  0.4004
H 5.34738 0.21743 -2.22017  0.4601
H 3.23223 1.20551 -1.78277  0.3063
H 2.35087 1.48951 -3.86715  0.2705
H 2.34251 -0.24842 -4.28677  0.3117
H 3.88694 0.72925 -4.31996  0.4153
H 2.68460 -2.46201 -2.23991  0.3586
H -1.13165 -3.59608 0.09506  0.4053
H -2.86649 -2.36298 1.28314  0.4550
H -2.78856 0.17791 1.31849  0.4793
H -1.80168 2.05850 1.02638  0.6006
H -2.47863 1.86730 -1.41312  0.5144
H -0.82585 1.88680 -3.02878  0.2172
H 0.46936 2.50363 -1.88114  0.1504
H -0.68906 3.58812 -2.64006  0.4908
B -4.26086 -0.25681 3.64576  0.7472
O -2.94375 -0.52008 4.27896  -0.4998
C -3.14277 -0.73603 5.57097  0.5734
O -2.28060 -0.98002 6.37134  -0.6312
C -4.62521 -0.62483 5.86247  0.6121
O -5.14738 -0.76502 6.93595  -0.6193
O -5.26331 -0.34638 4.73627  -0.4701
F -4.52516 -1.22492 2.65861  -0.3518
F -4.27350 1.02514 3.07199  -0.3529